[1]
This record from the Open Molecules 2025 dataset describes one molecule with the formula C23H24N2O4. The level of theory is ωB97M-V with the def2-TZVPD basis set.

The geometry in XYZ format:
```
53
Properties=species:S:1:pos:R:3:forces:R:3
H 4.504 -1.149 3.350 0.0 0.0 0.0
C -1.482 4.626 -5.225 -0.1 -0.1 -0.2
H 2.797 -2.120 1.060 0.0 0.0 -0.1
C -2.382 -1.710 -1.694 0.1 0.1 0.0
H 2.094 -0.418 4.311 0.0 0.0 0.1
H -1.688 -4.178 0.510 0.0 -0.1 0.0
C 0.790 -3.753 1.743 0.2 -0.2 0.3
N 0.146 -2.541 1.535 -0.3 0.1 -0.3
H 3.275 -4.483 1.837 0.0 0.0 0.1
C -1.052 4.846 -2.896 0.1 0.1 0.3
H -0.660 6.754 -2.025 0.0 0.1 0.0
H -0.390 5.848 0.264 0.0 0.1 0.1
C 2.475 -1.386 3.983 0.0 0.0 -0.1
H -1.413 2.798 -3.473 0.0 0.0 0.0
C 1.285 -2.256 3.569 0.1 0.1 0.3
C 0.411 -1.601 2.519 0.0 -0.1 0.4
C 3.316 0.159 2.155 0.2 -0.2 0.1
H -2.440 4.113 -5.101 0.0 0.0 0.0
H -1.543 5.305 -6.075 0.0 -0.1 0.0
O 0.686 -4.719 1.039 0.0 -0.1 -0.1
N -1.162 1.610 -1.106 0.1 0.0 0.4
H -3.156 -3.681 -1.407 -0.1 -0.1 0.0
H 3.783 -3.818 3.394 0.0 -0.1 0.0
O -1.183 5.437 -4.113 0.1 0.1 0.3
H 3.461 0.988 2.844 0.0 0.1 0.0
H 1.474 -4.446 3.644 -0.1 0.1 -0.1
C -1.039 2.975 -1.386 0.1 0.4 -0.1
C 3.511 -2.331 1.860 0.2 -0.1 0.3
C -0.616 -1.047 -0.205 -0.1 0.0 -0.1
H -0.697 3.887 -5.406 0.0 0.0 0.0
C 1.671 -3.609 2.970 0.2 -0.2 0.1
H -0.634 3.430 0.672 0.0 -0.1 0.1
H -1.049 1.380 -0.127 -0.1 -0.1 -0.2
C -1.190 3.481 -2.673 -0.1 0.0 -0.4
C -1.450 0.578 -1.947 0.0 -0.1 0.1
H 0.138 -0.341 0.108 0.0 0.0 0.0
C -0.706 -2.276 0.432 -0.2 0.0 -0.2
C 3.520 -1.175 2.870 -0.1 0.1 -0.1
C -0.614 5.185 -0.558 0.0 0.0 -0.1
H 4.028 0.263 1.339 0.1 0.1 -0.1
H -3.024 -1.472 -2.528 0.0 0.0 -0.1
H 2.311 0.230 1.748 -0.1 0.0 -0.1
O -1.688 0.685 -3.133 -0.1 0.0 -0.1
H 2.948 -1.865 4.842 -0.1 0.0 0.0
C -0.750 3.828 -0.326 0.0 -0.2 0.0
C -2.451 -2.939 -1.065 0.0 0.1 0.0
C -1.478 -0.748 -1.253 0.0 -0.4 0.0
C -0.762 5.699 -1.830 0.0 0.1 -0.2
C 3.141 -3.649 2.528 0.0 0.0 -0.2
H 4.495 -2.414 1.396 0.0 0.0 -0.1
O -0.030 -0.481 2.534 0.0 0.2 0.1
H 0.648 -2.388 4.451 0.0 0.0 -0.1
C -1.629 -3.224 0.011 0.1 0.1 0.1
```
Positions in Å, forces in eV/Å.

Output
* HOMO-LUMO gap: 8.7148 eV
* ΔE to the lowest compared entry with this formula, charge and spin: 0.0 kJ/mol
* max |F|: 0.475 eV/A
* SMILES string: COc1cccc(NC(=O)c2cccc(N3C(=O)[C@H]4CC[C@@H](C)C[C@H]4C3=O)c2)c1

***

[2]
This record from the Open Molecules 2025 dataset describes one molecule with the formula C23H24N2O4. The level of theory is ωB97M-V with the def2-TZVPD basis set.

The geometry in XYZ format:
```
53
Properties=species:S:1:pos:R:3:forces:R:3
C 0.665 -4.214 0.438 0.1 0.2 0.2
C 1.922 1.804 -1.485 0.2 0.2 -0.3
H -0.445 -7.416 2.572 0.0 -0.1 0.0
H 0.738 1.732 -3.275 0.1 0.1 0.0
H 1.221 -1.965 4.377 0.0 0.0 0.1
C 0.279 -5.365 1.128 0.0 0.1 0.1
H -1.677 6.923 0.920 0.0 0.1 0.0
C 0.514 -4.206 3.202 0.1 0.1 -0.3
H 0.048 -6.242 0.541 0.0 -0.1 -0.1
C -0.728 3.705 -1.062 -0.2 0.1 0.0
H -2.613 2.836 -2.997 0.0 0.0 0.0
N -0.419 2.552 -1.785 -0.1 -0.1 -0.3
O 1.353 -1.899 0.552 0.1 0.2 0.1
H 2.117 2.474 -0.641 0.0 0.0 0.0
H 1.360 -2.865 -2.644 0.1 0.1 -0.1
C 2.019 -0.604 -1.358 0.1 0.1 0.1
H 2.212 -1.427 3.010 0.1 0.1 0.1
C 0.974 -3.060 1.160 -0.3 -0.8 0.2
H 1.204 3.374 -2.811 0.0 0.0 0.0
H 0.454 -4.211 4.281 0.0 0.0 0.1
C -0.871 1.272 -1.278 0.0 -0.3 0.5
H 0.600 -6.931 3.913 0.0 -0.1 0.1
O 2.968 -0.635 -2.121 0.0 -0.2 -0.1
C 0.898 -3.047 2.561 0.1 0.1 -0.1
H 2.851 1.607 -2.022 -0.1 0.1 0.1
C 1.475 -1.889 -0.788 0.0 -0.6 -0.6
C 0.154 0.672 -0.300 -0.6 0.0 -0.1
C 1.218 -2.947 -1.579 0.0 0.3 0.1
H -3.845 4.078 -2.654 0.0 -0.1 0.0
H 0.270 1.343 0.560 0.0 -0.1 0.0
C -3.460 3.097 -2.357 -0.1 0.0 -0.4
O -3.099 3.094 -0.990 0.4 0.3 0.4
C -2.061 3.965 -0.682 -0.2 0.0 0.0
H -3.412 5.251 0.317 -0.1 0.0 0.0
H -0.202 -0.293 0.053 0.0 0.1 0.0
C 0.749 -4.215 -1.035 0.0 0.0 0.0
C -0.113 5.825 -0.051 0.0 0.1 0.1
C 0.201 -5.377 2.504 0.0 0.0 -0.2
H -4.246 2.351 -2.464 0.0 0.0 -0.1
H 1.253 4.542 -1.037 0.1 -0.1 0.0
H 0.656 6.548 0.176 0.1 0.1 0.0
C -0.206 -6.606 3.255 0.0 0.0 0.0
H -1.829 1.387 -0.774 0.1 -0.1 -0.1
C 0.223 4.678 -0.746 0.0 -0.1 0.0
C 1.229 -1.791 3.305 0.0 0.0 -0.1
O 0.456 -5.179 -1.719 0.1 0.1 0.0
H -1.078 -6.401 3.875 -0.1 -0.1 0.1
H 0.505 -1.011 3.070 0.0 0.1 0.0
H -0.994 0.590 -2.127 0.0 0.0 0.1
N 1.433 0.544 -0.960 0.1 0.1 0.1
C 0.871 2.411 -2.425 0.3 0.0 0.1
C -2.381 5.105 0.035 0.0 -0.2 0.0
C -1.413 6.038 0.364 0.0 0.1 0.0
```
Positions in Å, forces in eV/Å.

Output
* HOMO-LUMO gap: 8.0973 eV
* ΔE to the lowest compared entry with this formula, charge and spin: 207.2 kJ/mol
* max |F|: 0.917 eV/A
* SMILES string: COc1ccccc1N1CCN(C(=O)c2cc(=O)c3cc(C)cc(C)c3o2)CC1

***

[3]
This record from the Open Molecules 2025 dataset describes one molecule with the formula C23H24N2O6. The level of theory is ωB97M-V with the def2-TZVPD basis set.

The geometry in XYZ format:
```
55
Properties=species:S:1:pos:R:3:forces:R:3
C 1.936 -2.683 2.382 0.0 -0.1 0.1
H 2.376 -2.293 -1.395 0.0 -0.1 0.1
H 1.472 -0.660 0.580 0.1 -0.1 0.1
H 3.897 -1.934 -2.223 0.1 -0.1 0.0
C 1.810 -1.699 3.366 0.1 -0.1 -0.1
H -1.774 -1.015 3.600 0.0 -0.2 -0.1
C -0.998 -0.065 1.493 0.3 -0.3 -0.2
C -3.065 2.355 -1.503 0.2 -0.2 0.2
H -2.158 -2.608 2.891 0.0 0.1 0.1
C -0.451 1.462 -1.957 -0.4 0.1 0.2
O -1.593 0.720 2.203 -0.2 0.3 0.1
C 0.227 -3.868 3.401 -0.2 0.0 0.7
H 2.359 -1.608 -3.026 0.0 0.0 -0.1
H -6.018 3.735 -1.316 0.1 0.0 0.0
C 3.027 -2.676 1.524 -0.2 0.0 0.1
H -0.403 -2.018 1.197 -0.1 0.2 -0.1
H 3.415 -0.160 -0.544 -0.1 0.1 -0.1
C -2.405 2.691 -2.714 0.1 0.0 -0.1
H -0.597 -4.530 3.130 0.0 0.1 0.1
N 1.514 0.273 -1.259 0.0 0.3 -0.2
H 2.675 0.034 4.235 0.0 0.1 0.1
H 4.626 0.051 2.708 0.1 0.1 0.0
C -1.100 1.122 -0.760 0.2 0.2 -0.4
C -2.417 3.797 -4.828 0.1 0.1 -0.2
H -3.132 4.396 -5.390 0.1 0.0 0.0
C -5.106 3.598 -1.896 -0.4 0.3 -0.2
C 3.994 -1.695 1.639 0.0 0.0 0.0
H -0.769 -2.749 4.949 0.0 -0.1 -0.2
C 2.790 -0.717 3.471 -0.2 -0.2 0.0
H -4.606 4.561 -2.019 0.0 -0.1 0.0
O 0.774 -1.672 4.255 0.3 0.2 -0.1
C 2.875 -1.601 -2.070 0.0 0.3 0.1
H -1.522 4.393 -4.627 0.0 0.0 0.0
H 4.846 -1.704 0.976 0.1 0.0 -0.1
C -1.358 -1.882 3.077 0.2 0.1 0.5
H 3.099 -3.455 0.782 0.0 -0.1 -0.1
H 0.853 -4.361 4.159 -0.1 0.0 -0.1
O -3.081 3.443 -3.639 -0.1 -0.2 0.4
H 3.325 0.502 -2.202 0.0 -0.1 0.2
O 1.512 1.304 -3.278 0.0 0.0 -0.2
C -0.299 -2.548 3.978 -0.5 -0.4 -0.4
C -2.402 1.581 -0.565 -0.2 0.2 -0.2
C -1.116 2.240 -2.908 -0.1 0.0 0.0
C 0.878 -0.080 -0.112 -0.7 0.0 0.5
C 0.908 1.034 -2.252 0.1 0.0 0.0
H -5.357 3.193 -2.879 0.0 0.1 0.1
C 2.869 -0.190 -1.490 0.4 -0.2 -0.3
C 3.873 -0.716 2.614 0.0 0.0 0.0
O 0.980 -3.664 2.228 0.3 0.3 -0.4
H -2.143 2.915 -5.414 0.0 0.0 0.0
C -0.390 0.301 0.185 0.4 -0.1 0.0
H -0.568 2.467 -3.809 0.0 0.0 -0.1
O -4.327 2.697 -1.141 0.3 -0.2 0.0
H -2.923 1.356 0.351 -0.1 0.0 0.1
N -0.831 -1.371 1.840 0.1 -0.4 0.1
```
Positions in Å, forces in eV/Å.

Output
* HOMO-LUMO gap: 8.4286 eV
* ΔE to the lowest compared entry with this formula, charge and spin: 215.9 kJ/mol
* max |F|: 0.839 eV/A
* SMILES string: CCn1cc(C(=O)NC[C@H]2COc3ccccc3O2)c2cc(OC)c(OC)cc2c1=O

***

[4]
This record from the Open Molecules 2025 dataset describes one molecule with the formula C23H24N4O3 at a distorted geometry. The level of theory is ωB97M-V with the def2-TZVPD basis set.

The geometry in XYZ format:
```
54
Properties=species:S:1:pos:R:3:forces:R:3
H -3.246 2.944 -3.055 0.1 -0.2 0.1
H -2.270 1.517 5.741 0.0 0.0 0.0
C -0.532 -1.376 0.932 0.0 0.1 0.3
H -2.362 1.269 3.979 -0.1 0.0 0.1
H 3.738 0.226 1.130 0.1 0.1 0.1
H 1.748 0.343 5.681 0.1 0.1 0.0
C 0.324 -0.819 -3.789 -0.3 0.1 -0.4
N 0.263 -0.074 4.274 0.0 -0.1 0.3
C 0.368 -0.392 2.953 0.6 -0.1 -0.5
C -2.902 2.068 -2.482 -0.7 0.9 0.5
H 1.045 0.988 -2.820 0.1 0.1 0.1
H -1.627 -0.884 4.696 0.0 0.0 0.1
C 1.681 -1.407 -4.005 -0.1 0.0 -0.1
C -0.698 -1.005 2.234 -0.1 0.0 -0.2
H -1.655 -1.164 2.706 -0.1 0.0 0.0
H 4.181 -0.322 -1.242 0.1 0.1 0.0
C -1.231 3.644 4.681 0.0 0.0 0.0
H -2.083 3.733 4.008 -0.1 0.1 0.0
C -0.977 -0.066 5.004 -0.2 0.1 -0.1
C 2.982 -0.237 0.515 0.0 -0.1 -0.1
C -1.083 0.904 -2.996 -0.3 -0.4 -0.2
H -1.884 -1.403 -0.725 0.0 0.0 -0.1
N -0.683 2.316 4.566 0.1 0.0 0.0
N 1.535 -0.157 2.382 -0.2 0.1 0.5
C -0.786 -1.508 -4.256 0.4 0.0 0.1
H -0.726 -0.226 6.057 -0.1 0.0 -0.1
H -2.548 -2.073 0.772 0.0 0.0 0.0
O -3.337 0.886 -3.120 0.1 -0.5 -0.3
O 2.050 -1.826 -5.084 -0.1 -0.1 -0.1
C 3.223 -0.544 -0.794 -0.1 0.0 0.0
C -2.201 0.188 -3.433 0.5 0.2 0.1
C 1.727 -0.506 1.100 -0.4 -0.3 -0.5
H -3.322 2.113 -1.465 0.1 -0.1 -0.2
C -1.679 1.293 4.833 -0.1 -0.1 -0.1
H -1.378 -2.998 -0.174 0.0 -0.1 -0.1
C 0.728 -1.137 0.312 0.4 0.3 0.3
C -2.077 -1.020 -4.075 -0.3 0.3 0.2
H -0.476 4.370 4.382 0.0 0.1 0.0
H 0.273 2.020 6.438 0.0 0.1 0.0
C 1.014 -1.477 -1.018 0.3 -0.1 -0.1
H -0.636 -2.450 -4.760 0.0 -0.1 -0.1
H 3.469 -1.684 -3.142 -0.2 0.0 -0.1
H 1.168 2.969 5.237 0.0 0.0 0.1
C 0.191 0.426 -3.160 -0.3 0.2 0.0
O -1.493 2.072 -2.411 0.5 -0.2 -0.1
H 1.945 1.080 4.073 -0.1 0.0 0.3
C -1.654 -1.998 0.159 0.0 0.0 0.1
H -2.942 -1.560 -4.423 -0.1 -0.1 -0.1
N 2.513 -1.426 -2.928 0.6 0.0 0.0
H 0.275 -1.994 -1.607 -0.1 0.0 0.0
H -1.568 3.883 5.704 0.0 0.0 0.0
C 1.226 0.839 4.855 0.3 0.1 0.1
C 0.511 2.107 5.362 0.0 -0.1 0.0
C 2.227 -1.151 -1.582 -0.4 -0.2 0.5
```
Positions in Å, forces in eV/Å.

Output
* HOMO-LUMO gap: 7.8977 eV
* ΔE to the lowest compared entry with this formula, charge and spin: 185.6 kJ/mol
* max |F|: 1.293 eV/A
* SMILES string: Cc1cc(N2CCN(C)CC2)nc2ccc(NC(=O)c3ccc4c(c3)OCO4)cc12